a:
Density functional theory data (ωB97M-V/def2-TZVPD) for 12 unconnected molecules or ions with the total composition C12H48N24O12.

Frontier orbital gap: 8.48 eV

Each line ends with the Mulliken charge.
Geometry (Å):
1 N -0.941 1.622 -0.324  0.266
2 C -0.674 0.606 0.551  0.546
3 N -0.641 -0.614 -0.033  0.435
4 O -0.526 0.792 1.758  -1.066
5 H -0.754 2.547 0.027  -0.173
6 H -1.097 1.455 -1.300  0.138
7 H -0.620 -1.395 0.605  -0.055
8 H -0.904 -0.713 -0.997  -0.073
9 N 0.911 -6.963 0.599  -0.409
10 C 0.488 -5.703 0.765  0.655
11 N -0.641 -5.354 0.108  -0.085
12 O 1.104 -4.949 1.539  -0.785
13 H 0.384 -7.642 0.083  0.174
14 H 1.746 -7.191 1.109  0.240
15 H -0.995 -5.819 -0.724  0.224
16 H -0.962 -4.409 0.250  -0.021
17 N 1.461 3.134 -2.941  -0.354
18 C 1.623 1.796 -3.076  0.618
19 N 1.829 1.148 -1.882  -0.170
20 O 1.482 1.126 -4.103  -0.799
21 H 1.191 3.527 -3.830  0.250
22 H 1.270 3.636 -2.075  0.112
23 H 2.273 0.255 -1.998  0.110
24 H 1.826 1.631 -1.001  0.079
25 N -4.320 1.664 -0.291  -0.307
26 C -4.487 2.793 -1.028  0.670
27 N -5.261 3.701 -0.422  -0.415
28 O -4.051 2.923 -2.182  -0.628
29 H -3.693 0.947 -0.605  0.108
30 H -4.905 1.482 0.503  0.149
31 H -5.494 4.510 -0.971  0.257
32 H -5.408 3.620 0.567  0.174
33 N -2.312 -0.920 2.270  -0.011
34 C -2.882 -2.147 2.197  0.487
35 N -4.012 -2.224 2.975  -0.458
36 O -2.427 -3.173 1.715  -0.597
37 H -1.299 -0.901 2.249  -0.058
38 H -2.749 -0.166 2.760  0.139
39 H -4.488 -1.396 3.284  0.138
40 H -4.542 -3.078 2.998  0.238
41 N -3.368 -4.414 -2.900  -0.402
42 C -2.078 -4.551 -2.600  0.807
43 N -1.403 -3.397 -2.355  0.059
44 O -1.553 -5.674 -2.517  -0.835
45 H -3.945 -5.229 -2.986  0.255
46 H -3.714 -3.474 -2.974  0.160
47 H -0.429 -3.499 -2.108  -0.039
48 H -1.920 -2.555 -2.193  0.059
49 N -2.082 5.364 -1.247  -0.301
50 C -0.739 5.256 -1.102  0.579
51 N -0.112 6.378 -1.545  -0.507
52 O -0.149 4.203 -0.823  -0.515
53 H -2.431 6.262 -1.523  0.150
54 H -2.808 4.686 -1.086  0.102
55 H -0.592 6.909 -2.245  0.192
56 H 0.892 6.273 -1.596  0.294
57 N 4.242 2.214 2.691  -0.424
58 C 2.958 2.030 3.046  0.679
59 N 2.278 1.234 2.173  -0.013
60 O 2.522 2.350 4.153  -0.680
61 H 4.677 2.880 3.311  0.264
62 H 4.753 1.702 2.000  0.158
63 H 1.273 1.276 2.306  0.134
64 H 2.803 1.011 1.349  0.034
65 N 0.857 -1.480 -3.895  0.017
66 C 0.159 -2.172 -4.823  0.513
67 N 0.258 -3.529 -4.727  -0.268
68 O -0.557 -1.617 -5.661  -0.745
69 H 0.919 -0.452 -3.958  0.099
70 H 1.334 -2.083 -3.241  -0.034
71 H -0.166 -4.196 -5.338  0.198
72 H 0.863 -3.804 -3.970  0.157
73 N 2.319 -0.950 4.646  -0.330
74 C 1.133 -1.064 5.256  0.581
75 N 0.306 0.003 5.112  -0.272
76 O 0.864 -1.959 6.066  -0.720
77 H 2.471 -0.221 3.970  0.281
78 H 2.886 -1.740 4.909  0.202
79 H 0.511 0.790 4.521  0.098
80 H -0.619 -0.120 5.482  0.200
81 N 3.153 -3.629 -0.202  -0.354
82 C 2.666 -3.139 -1.363  0.551
83 N 3.614 -2.668 -2.235  -0.380
84 O 1.455 -3.165 -1.615  -0.433
85 H 4.108 -3.454 0.037  0.166
86 H 2.431 -4.075 0.346  0.107
87 H 3.340 -2.118 -3.030  0.275
88 H 4.518 -2.617 -1.801  0.174
89 N 1.023 4.732 1.739  -0.171
90 C 2.339 5.122 1.742  0.626
91 N 2.673 5.730 2.928  -0.395
92 O 3.076 5.040 0.775  -0.698
93 H 0.567 4.513 0.861  0.009
94 H 0.424 4.953 2.510  0.196
95 H 3.533 6.244 2.970  0.241
96 H 1.962 5.733 3.631  0.151

b:
Density functional theory data (ωB97M-V/def2-TZVPD) for 12 unconnected molecules or ions with the total composition C12H48N24O12.

Frontier orbital gap: 9.22 eV

Each line ends with the Mulliken charge.
Geometry (Å):
1 N 4.049 35.102 18.039  -0.410
2 C 3.901 34.603 16.855  0.668
3 N 2.681 34.632 16.514  -0.367
4 O 4.819 34.139 16.264  -0.657
5 H 5.005 35.030 18.356  0.230
6 H 3.255 35.298 18.633  0.162
7 H 2.461 34.496 15.538  0.210
8 H 1.931 34.874 17.146  0.165
9 N 9.517 33.697 22.814  -0.386
10 C 9.518 33.602 21.477  0.656
11 N 9.331 32.332 21.148  -0.379
12 O 9.713 34.537 20.758  -0.624
13 H 9.782 34.580 23.227  0.211
14 H 9.304 32.849 23.320  0.151
15 H 9.302 32.136 20.157  0.211
16 H 9.139 31.610 21.827  0.163
17 N 7.265 27.987 15.659  -0.387
18 C 8.572 28.034 15.696  0.676
19 N 9.046 26.880 15.494  -0.395
20 O 9.307 29.023 15.881  -0.690
21 H 6.837 27.074 15.610  0.151
22 H 6.728 28.782 15.975  0.233
23 H 10.050 26.982 15.499  0.244
24 H 8.381 26.131 15.362  0.168
25 N -4.451 39.930 16.667  -0.396
26 C -4.465 38.678 16.361  0.693
27 N -4.309 38.003 17.426  -0.373
28 O -4.639 38.174 15.252  -0.690
29 H -4.576 40.547 15.877  0.221
30 H -4.183 40.271 17.579  0.174
31 H -4.227 37.004 17.303  0.216
32 H -4.257 38.467 18.322  0.155
33 N 0.102 34.689 24.463  -0.389
34 C -0.486 35.725 23.887  0.612
35 N -1.601 36.003 24.494  -0.415
36 O -0.113 36.187 22.856  -0.625
37 H -0.230 34.457 25.388  0.156
38 H 0.984 34.388 24.074  0.220
39 H -2.025 36.805 24.051  0.240
40 H -1.687 35.778 25.475  0.200
41 N 8.134 39.408 16.464  -0.389
42 C 8.139 40.428 15.642  0.628
43 N 8.354 41.539 16.233  -0.376
44 O 7.896 40.331 14.478  -0.659
45 H 8.518 39.496 17.394  0.172
46 H 7.986 38.487 16.076  0.209
47 H 8.338 41.472 17.240  0.178
48 H 8.157 42.376 15.704  0.237
49 N 2.729 29.929 20.336  -0.380
50 C 3.731 29.834 21.233  0.651
51 N 4.340 28.712 20.995  -0.348
52 O 4.082 30.717 21.996  -0.645
53 H 2.201 30.790 20.306  0.202
54 H 2.437 29.174 19.733  0.157
55 H 4.038 28.095 20.255  0.153
56 H 5.225 28.416 21.382  0.209
57 N 9.470 33.108 11.675  -0.366
58 C 9.407 34.230 11.004  0.667
59 N 8.846 35.047 11.819  -0.366
60 O 9.793 34.518 9.892  -0.648
61 H 9.886 32.326 11.190  0.199
62 H 9.133 33.093 12.627  0.170
63 H 8.653 36.003 11.555  0.198
64 H 8.342 34.615 12.579  0.148
65 N 6.899 42.224 21.830  -0.378
66 C 7.302 40.973 21.813  0.639
67 N 6.305 40.111 21.676  -0.402
68 O 8.490 40.708 21.608  -0.662
69 H 7.456 43.007 22.140  0.209
70 H 5.921 42.444 21.701  0.164
71 H 6.576 39.139 21.641  0.236
72 H 5.378 40.413 21.940  0.196
73 N 2.039 42.879 17.262  -0.364
74 C 1.931 42.246 18.323  0.680
75 N 1.567 40.991 18.188  -0.384
76 O 2.093 42.801 19.398  -0.697
77 H 1.820 42.453 16.373  0.173
78 H 2.583 43.728 17.328  0.231
79 H 1.222 40.375 18.910  0.202
80 H 1.737 40.623 17.263  0.159
81 N 2.522 38.797 11.246  -0.384
82 C 1.418 39.259 11.711  0.657
83 N 0.548 38.292 11.616  -0.373
84 O 1.276 40.337 12.186  -0.625
85 H 2.558 37.871 10.843  0.166
86 H 3.333 39.213 11.682  0.223
87 H 0.833 37.459 11.121  0.129
88 H -0.379 38.386 12.005  0.207
89 N -2.259 30.216 15.256  -0.387
90 C -2.676 31.383 15.645  0.660
91 N -2.926 32.090 14.623  -0.352
92 O -2.863 31.694 16.825  -0.681
93 H -2.062 29.986 14.292  0.162
94 H -1.876 29.590 15.951  0.217
95 H -3.320 33.006 14.781  0.223
96 H -2.786 31.742 13.685  0.157

c:
Density functional theory data (ωB97M-V/def2-TZVPD) for 12 unconnected molecules or ions with the total composition C12H48N24O12.

Frontier orbital gap: 9.43 eV

Each line ends with the Mulliken charge.
Geometry (Å):
1 N 2.101 -2.509 0.223  0.125
2 C 2.619 -3.199 1.292  0.611
3 N 3.850 -3.758 1.077  -0.414
4 O 2.128 -3.163 2.408  -0.652
5 H 2.344 -2.691 -0.732  0.239
6 H 1.279 -1.960 0.449  -0.320
7 H 4.353 -4.159 1.844  0.223
8 H 4.224 -3.892 0.155  0.167
9 N -4.075 -4.177 1.246  -0.378
10 C -3.790 -2.873 1.062  0.558
11 N -4.845 -2.028 0.971  -0.246
12 O -2.610 -2.488 0.911  -0.673
13 H -4.989 -4.583 1.260  0.169
14 H -3.274 -4.785 1.076  0.222
15 H -5.775 -2.404 0.989  0.157
16 H -4.747 -1.058 0.731  0.036
17 N 4.064 1.511 3.324  -0.390
18 C 3.465 0.812 2.323  0.828
19 N 4.221 0.536 1.240  -0.158
20 O 2.327 0.324 2.421  -0.906
21 H 5.017 1.808 3.230  0.141
22 H 3.528 1.952 4.055  0.131
23 H 3.817 -0.106 0.574  -0.124
24 H 5.207 0.687 1.140  0.241
25 N 2.752 0.638 -4.812  -0.415
26 C 1.604 1.030 -4.144  0.720
27 N 1.552 2.367 -3.970  -0.235
28 O 0.769 0.193 -3.777  -0.769
29 H 2.913 -0.352 -4.738  0.225
30 H 3.308 1.271 -5.344  0.170
31 H 0.666 2.647 -3.543  0.066
32 H 2.171 3.010 -4.415  0.174
33 N 3.409 -0.309 -1.963  0.249
34 C 4.756 -0.163 -1.852  0.471
35 N 5.211 1.099 -1.756  -0.133
36 O 5.513 -1.143 -1.919  -0.766
37 H 2.804 0.495 -1.954  -0.340
38 H 3.000 -1.219 -1.977  0.072
39 H 6.189 1.281 -1.889  0.248
40 H 4.637 1.931 -1.832  0.067
41 N -3.949 1.114 1.107  -0.138
42 C -4.898 1.357 2.048  0.643
43 N -4.395 1.622 3.305  -0.431
44 O -6.096 1.330 1.769  -0.658
45 H -3.007 1.186 1.451  0.072
46 H -4.144 0.821 0.148  0.195
47 H -3.520 1.264 3.629  0.186
48 H -5.134 1.851 3.949  0.246
49 N -1.078 -0.350 -0.801  0.090
50 C 0.004 0.030 -0.038  0.323
51 N 0.010 -0.452 1.219  -0.037
52 O 0.899 0.709 -0.549  -0.299
53 H -0.902 -0.244 -1.782  0.120
54 H -1.896 -0.833 -0.467  -0.060
55 H -0.737 -1.101 1.422  0.084
56 H 0.669 -0.033 1.876  0.256
57 N 1.253 0.971 7.471  -0.391
58 C 1.903 1.081 6.268  0.733
59 N 1.333 0.367 5.245  -0.190
60 O 2.935 1.741 6.156  -0.681
61 H 1.481 1.499 8.287  0.225
62 H 0.439 0.387 7.435  0.136
63 H 0.465 -0.107 5.377  0.186
64 H 1.735 0.585 4.342  0.014
65 N -4.992 0.374 -3.675  -0.315
66 C -5.209 0.590 -2.343  0.481
67 N -6.467 1.060 -2.082  -0.423
68 O -4.335 0.447 -1.484  -0.516
69 H -4.053 0.151 -3.960  0.260
70 H -5.586 0.607 -4.448  0.169
71 H -6.702 1.394 -1.162  0.244
72 H -6.934 1.286 -2.938  0.162
73 N 2.521 3.075 0.007  0.032
74 C 3.154 4.077 -0.643  0.636
75 N 3.142 5.296 -0.047  -0.451
76 O 3.816 3.877 -1.671  -0.707
77 H 1.981 3.336 0.810  0.196
78 H 2.443 2.169 -0.420  -0.182
79 H 3.714 5.998 -0.484  0.254
80 H 2.377 5.667 0.487  0.195
81 N -3.046 3.195 -2.713  -0.361
82 C -1.844 2.779 -3.220  0.532
83 N -1.805 1.437 -3.292  -0.079
84 O -0.961 3.551 -3.587  -0.754
85 H -3.123 4.137 -2.375  0.220
86 H -3.667 2.521 -2.302  0.172
87 H -1.024 0.845 -3.558  0.054
88 H -2.574 0.969 -2.849  0.029
89 N -0.331 -6.558 -0.924  -0.431
90 C -1.183 -5.668 -0.341  0.720
91 N -0.799 -4.381 -0.368  -0.006
92 O -2.257 -6.047 0.148  -0.778
93 H -0.525 -7.511 -0.675  0.231
94 H 0.434 -6.283 -1.504  0.171
95 H 0.112 -4.119 -0.697  0.125
96 H -1.338 -3.640 0.064  0.103

The most stable arrangement is c, and the next structure is 208.6 kJ/mol less stable.